No. 1
{
  "formula": "C48H36Cl3F8GeI2N2O3Ti",
  "method": "the ωB97M-V functional and the def2-TZVPD basis",
  "total_charge": -2,
  "orbital_gap_ev": [5.92, 6.50],
  "spin_multiplicity": 4,
  "de_lowest_kj_mol": 0.00,
  "species": ["Ti", "O", "C", "C", "C", "C", "C", "C", "C", "C", "C", "O", "C", "C", "C", "C", "C", "C", "C", "C", "C", "C", "C", "C", "N", "C", "C", "C", "C", "C", "C", "C", "C", "C", "C", "C", "C", "H", "H", "H", "H", "H", "H", "H", "H", "H", "H", "H", "H", "H", "H", "H", "H", "H", "H", "H", "H", "H", "H", "H", "H", "H", "H", "H", "F", "C", "C", "C", "C", "C", "F", "C", "C", "C", "C", "C", "C", "N", "H", "H", "H", "H", "H", "H", "I", "I", "C", "C", "O", "C", "F", "F", "F", "C", "F", "F", "F", "H", "H", "H", "Cl", "Ge", "Cl", "Cl"],
  "coordinates": [[0.2325, 0.8301, -0.5841], [0.2625, -0.8599, -1.5684], [1.2768, -1.7669, -1.8205], [2.5037, -1.4443, -0.8975], [2.0667, -1.4555, 0.5289], [2.5420, -2.3423, 1.4614], [2.2559, -2.1886, 2.7990], [1.3600, -1.2278, 3.1750], [0.7857, -0.4381, 2.1795], [-0.3300, 0.4826, 2.5517], [-1.6945, -0.2556, 2.2866], [-1.8690, -0.3700, 0.9158], [-2.8046, 0.5670, 2.9227], [-2.4750, 1.7636, 3.5508], [-3.4271, 2.4567, 4.2647], [-4.7166, 2.0145, 4.3198], [-5.0476, 0.7818, 3.7058], [-4.0807, 0.0316, 3.0706], [-1.6881, -1.6189, 3.0456], [-1.5488, -2.7614, 2.2954], [-1.4401, -3.9830, 2.9204], [-1.4350, -4.1105, 4.3060], [-1.6736, -2.9463, 5.0689], [-1.7749, -1.7222, 4.4235], [1.1578, -0.5439, 0.9234], [1.6898, -1.6897, -3.2860], [2.9819, -1.3807, -3.6413], [3.3002, -1.1595, -5.0011], [2.3429, -1.3586, -5.9873], [1.0687, -1.8328, -5.6568], [0.7680, -1.9860, -4.3126], [0.8103, -3.2266, -1.4969], [1.6974, -4.3390, -1.5001], [1.3265, -5.5863, -1.0509], [0.0180, -5.7689, -0.6192], [-0.8996, -4.7453, -0.6856], [-0.4969, -3.4799, -1.0971], [2.8905, -0.4875, -1.2228], [3.2469, -2.2092, -1.0466], [3.2775, -3.1111, 1.2116], [2.6533, -2.8360, 3.5348], [1.1679, -1.0380, 4.2189], [-0.3050, 1.4535, 2.0667], [-0.2810, 0.7938, 3.5988], [-1.4868, 2.2482, 3.4741], [-3.1113, 3.3749, 4.7381], [-5.4865, 2.5715, 4.8330], [-6.0969, 0.3887, 3.8661], [-4.2780, -0.9565, 2.6920], [-1.6254, -2.6994, 1.2170], [-1.3453, -4.8417, 2.2756], [-1.3290, -5.1014, 4.7428], [-1.7884, -3.0474, 6.1360], [-1.8770, -0.8160, 4.9899], [3.7489, -1.3143, -2.8827], [4.2727, -0.8130, -5.3108], [2.5811, -1.1188, -7.0026], [0.3506, -2.0823, -6.4105], [-0.2088, -2.3893, -4.0574], [2.7116, -4.1600, -1.8672], [2.0590, -6.3795, -0.9700], [-0.2800, -6.7520, -0.2015], [-1.9720, -4.9174, -0.4560], [-1.2176, -2.6714, -1.2219], [4.4505, 2.8441, 2.5789], [3.8169, 2.8546, 1.3887], [2.6521, 2.1661, 1.1942], [2.1384, 1.9736, -0.0940], [2.7570, 2.6057, -1.1481], [3.8187, 3.4688, -0.8725], [4.4292, 4.1483, -1.8503], [4.3897, 3.5821, 0.3773], [2.1796, 2.3629, -2.5156], [2.7309, 2.8169, -3.7301], [2.1169, 2.4501, -4.9328], [1.0191, 1.6218, -4.9039], [0.5886, 1.1491, -3.6663], [1.1144, 1.5145, -2.5162], [2.2521, 1.7054, 2.0746], [5.2835, 4.1611, 0.4701], [3.6586, 3.4058, -3.6879], [2.4789, 2.8672, -5.8514], [0.4571, 1.2292, -5.7563], [-0.2591, 0.4802, -3.6736], [0.9613, 4.4366, 3.9508], [0.5590, 2.4912, 6.3722], [-2.7720, 3.1040, -1.9319], [-1.6523, 3.3851, -0.9224], [-1.0258, 2.2311, -0.6200], [-0.6425, 4.5035, -1.4310], [-0.2703, 4.1372, -2.6542], [-1.1614, 5.7429, -1.5366], [0.4347, 4.6105, -0.7083], [-2.3722, 3.9709, 0.3186], [-1.5192, 4.4594, 1.2665], [-3.0919, 3.0575, 0.9419], [-3.1796, 5.0116, -0.0055], [-2.3450, 2.5430, -2.7611], [-3.2953, 3.9770, -2.3259], [-3.5522, 2.5037, -1.4840], [-4.0857, -2.5770, 0.3005], [-3.5476, -0.3207, 0.0485], [-5.8715, 0.5655, -0.0445], [-2.9596, -0.6681, -2.1144]],
  "forces_ev_per_angstrom": [[0.64, -0.30, -0.28], [0.20, -0.20, -0.21], [-0.31, -0.66, 0.58], [-1.18, -0.64, -0.26], [-0.24, 0.34, 0.42], [1.49, -0.79, -0.21], [-0.91, 0.31, -0.18], [0.27, 0.39, 0.11], [-0.07, 0.12, 1.21], [-0.29, -0.53, 0.10], [-0.16, 0.64, 1.65], [0.52, -0.37, -1.05], [0.83, 0.43, 0.78], [0.28, 0.31, -0.44], [0.35, 0.77, 0.03], [-0.87, -1.28, -0.46], [-1.41, 0.23, 1.12], [-0.01, 0.55, -0.07], [0.30, 0.49, -1.09], [-0.30, -0.05, -0.25], [0.32, -0.56, 0.14], [-0.53, 0.73, -0.19], [0.32, -0.98, -0.70], [0.23, 0.11, 0.31], [-0.14, 0.20, -1.07], [-0.22, -0.54, -0.38], [0.44, 0.30, -1.21], [-0.63, -0.25, 0.27], [-0.06, 0.04, 0.48], [0.92, 0.21, 0.99], [-0.29, -0.19, 0.13], [0.32, -0.78, 0.38], [0.27, 1.55, -0.42], [-0.17, 0.29, 0.25], [-0.20, -1.35, 0.55], [-0.89, 0.09, -0.07], [-0.14, 0.66, -0.71], [0.11, 0.41, 0.29], [0.49, -0.18, 0.08], [-0.30, 0.23, -0.35], [0.56, -0.58, 0.55], [-0.33, 0.02, 0.05], [0.01, 0.05, -0.76], [0.32, -0.65, 0.06], [-0.72, -0.43, 0.11], [-0.12, 0.13, 0.12], [-0.03, 0.05, 0.10], [1.37, 0.42, -0.49], [-0.25, -0.26, -0.09], [0.35, -0.01, 0.15], [0.09, -0.35, 0.05], [-0.06, 0.26, 0.14], [0.11, 0.26, 0.21], [-0.18, 0.28, 0.36], [0.06, 0.29, -0.19], [0.27, 0.00, 0.17], [0.17, -0.04, -0.51], [-0.31, -0.02, -0.29], [0.03, 0.25, 0.23], [-0.14, -0.20, 0.14], [-0.05, -0.06, -0.14], [0.14, 0.65, -0.40], [0.87, 0.17, 0.03], [0.08, -0.11, 0.38], [-0.21, 0.04, 0.09], [0.20, 0.37, 0.18], [0.21, -0.62, -0.16], [-1.31, -0.62, 1.21], [-0.07, 0.82, -1.36], [-0.09, -0.83, 0.53], [0.39, 0.64, -0.82], [-0.02, 0.00, -0.89], [0.55, -0.48, 0.10], [0.00, -0.17, 0.40], [0.17, 0.46, 0.66], [-0.50, -0.69, 0.29], [-0.35, 0.39, -0.93], [0.48, 0.80, 0.25], [-0.41, -0.27, 0.27], [0.32, 0.24, 0.29], [-0.78, -0.25, -0.24], [0.25, -0.01, -0.42], [0.50, 0.48, 0.03], [-0.06, -0.13, 0.52], [0.00, 0.09, -0.17], [-0.06, -0.26, 0.17], [0.08, 0.31, -0.77], [-1.01, 1.21, 0.19], [0.54, 0.06, 0.37], [-1.31, -0.93, -0.15], [0.39, -0.05, -1.14], [-0.36, -0.05, -0.03], [0.98, -0.08, 0.91], [0.87, 0.74, 1.12], [-0.10, -0.22, -0.71], [-0.56, -0.42, -0.16], [-0.04, -0.36, -0.05], [-0.01, -0.04, 0.00], [0.36, 0.23, 0.07], [0.03, -0.36, 0.33], [-0.13, 0.59, 0.07], [-0.49, -0.78, -0.38], [0.28, -0.08, -0.06], [0.10, 0.37, 0.19]]
}


No. 2
{
  "formula": "C3H33N2O13",
  "method": "the ωB97M-V functional and the def2-TZVPD basis",
  "total_charge": 1,
  "orbital_gap_ev": 10.58,
  "spin_multiplicity": 1,
  "de_lowest_kj_mol": 18.27,
  "species": ["N", "C", "C", "N", "C", "O", "H", "H", "H", "H", "H", "H", "H", "H", "H", "H", "H", "O", "H", "H", "O", "H", "H", "O", "H", "H", "O", "H", "H", "O", "H", "H", "O", "H", "H", "O", "H", "H", "O", "H", "H", "O", "H", "H", "O", "H", "H", "O", "H", "H", "O"],
  "coordinates": [[0.6227, -1.3710, -0.8961], [-0.0350, 0.0538, -1.0299], [-0.7265, 0.3240, 0.2296], [-1.4841, 1.4187, 0.3466], [-1.6707, 2.4705, -0.6377], [-0.5175, -0.3197, 1.2721], [1.4685, -1.3853, -1.4771], [-0.0681, -2.1213, -1.0984], [0.9231, -1.4903, 0.1187], [0.7177, 0.8530, -1.2776], [-0.6130, -0.0542, -1.9371], [-1.9082, 1.6806, 1.2314], [-0.6933, 2.8501, -0.9088], [-2.4111, 3.2522, -0.3768], [-2.4801, 2.2570, -1.3756], [-2.7868, -0.0438, -3.2941], [-3.3190, -0.3504, -1.8158], [-2.5334, -0.1737, -2.3770], [-2.6446, -0.5210, 2.2066], [-4.0101, -1.0586, 2.2677], [-3.5348, -0.2270, 2.4415], [0.2777, -0.3499, 2.8445], [1.6070, 0.2318, 3.2108], [1.1256, -0.5997, 3.2663], [-3.8908, 0.9732, 1.2054], [-5.1034, 2.0545, 0.9879], [-4.4749, 1.4479, 0.5801], [4.7008, -0.7914, 2.2599], [4.0757, 0.5290, 2.1498], [4.2589, -0.2434, 1.5924], [3.3139, -1.8819, -3.2274], [3.6680, -2.6703, -1.9401], [3.1568, -1.9339, -2.2824], [2.4799, -1.9809, 1.6532], [1.1805, -2.7826, 1.6776], [1.9366, -2.5816, 1.1151], [2.7484, 3.0627, -0.8482], [3.0074, 1.6106, -0.5075], [2.4470, 2.3689, -0.2193], [-2.0213, -3.5725, -2.1143], [-1.8637, -2.2091, -2.8024], [-1.3641, -2.9598, -2.4594], [3.6493, 2.7669, 2.9438], [2.8492, 2.3985, 1.5053], [3.1033, 2.1828, 2.4248], [4.2447, 0.2686, 0.0073], [3.7425, -0.4751, -1.2625], [4.1362, 0.3665, -0.9764], [-5.6471, -0.9420, -0.7528], [-4.7685, 0.2053, -0.4954], [-4.8713, -0.5371, -1.1482]],
  "forces_ev_per_angstrom": [[-0.41, 2.33, 1.29], [2.02, -1.85, -1.80], [-0.87, 1.64, 2.67], [-1.10, 1.25, -0.61], [-2.01, 0.25, -0.76], [-0.38, -1.04, -1.19], [-0.22, -0.69, -0.06], [0.41, 0.45, -0.55], [0.06, -0.16, -1.01], [-0.28, -0.93, 0.75], [-0.70, 0.42, 0.39], [0.65, -0.81, 0.09], [-0.34, 0.34, -0.75], [1.35, 0.28, 1.78], [1.76, -1.26, -0.90], [-0.56, 0.10, 0.14], [-0.15, -0.09, -0.79], [0.36, -0.33, 0.00], [0.56, 0.29, 0.23], [-0.32, 0.50, 0.25], [0.25, -0.95, -0.39], [0.62, -0.41, 0.26], [0.33, 0.12, 0.16], [-0.37, 0.29, -0.05], [-0.91, 0.24, 0.58], [0.32, -0.35, 0.36], [0.24, 0.36, -0.80], [0.18, -0.33, -0.64], [-0.62, 0.75, -0.31], [0.22, -0.47, 1.38], [0.17, -0.07, -0.18], [0.11, -0.25, -0.04], [-0.39, 0.20, 0.19], [-0.26, -0.02, 0.01], [0.14, -0.02, 0.33], [0.18, 0.13, 0.03], [-0.39, -0.41, 0.77], [-0.01, -0.10, -0.13], [0.29, 0.53, -0.90], [-0.02, -0.03, -0.09], [-0.18, 0.19, 0.14], [0.29, -0.03, 0.26], [0.02, 0.74, -0.59], [0.51, 0.86, 0.22], [-0.48, -1.66, 0.50], [0.36, -0.35, -0.93], [0.29, 0.24, -0.10], [-0.41, 0.12, 0.77], [-0.17, -0.61, -0.43], [0.09, 0.09, -0.57], [-0.20, 0.53, 1.02]]
}


No. 3
{
  "formula": "C18H12N4O2",
  "method": "the ωB97M-V functional and the def2-TZVPD basis",
  "orbital_gap_ev": 8.84,
  "spin_multiplicity": 1,
  "de_lowest_kj_mol": 124.68,
  "species": ["C", "C", "C", "N", "C", "O", "C", "N", "N", "C", "C", "C", "C", "C", "C", "C", "O", "N", "C", "C", "C", "C", "C", "C", "H", "H", "H", "H", "H", "H", "H", "H", "H", "H", "H", "H"],
  "coordinates": [[0.6190, -3.8534, 3.5740], [0.2889, -3.8627, 2.3891], [-0.2654, -3.9272, 0.9670], [-0.6833, -2.6117, 0.3597], [0.1430, -2.1240, -0.6231], [0.5349, -2.9268, -1.4428], [0.3796, -0.6495, -0.5633], [1.2108, 0.0387, -1.2326], [0.9165, 1.3165, -0.9404], [1.5996, 2.3308, -1.6890], [0.9835, 3.2149, -2.5754], [1.7990, 4.2388, -3.1449], [3.1147, 4.2496, -2.9897], [3.8181, 3.3161, -2.1673], [3.0296, 2.3360, -1.4596], [-0.1364, 1.4445, 0.0132], [-0.6356, 2.4956, 0.4180], [-0.4542, 0.1714, 0.2581], [-1.4981, -0.4839, 1.0507], [-2.4199, 0.2524, 1.6230], [-3.5786, -0.2529, 2.2171], [-3.6491, -1.6233, 2.3122], [-2.7792, -2.4655, 1.5892], [-1.6940, -1.8680, 0.9812], [0.8761, -3.8044, 4.5660], [-1.1481, -4.6146, 1.0117], [0.4321, -4.3831, 0.2772], [-0.0880, 3.1522, -2.7784], [1.4373, 4.8630, -3.9296], [3.6228, 4.9111, -3.7654], [4.9007, 3.4894, -2.0561], [3.4617, 1.5703, -0.8042], [-2.3640, 1.3108, 1.6953], [-4.2119, 0.3846, 2.6771], [-4.5458, -2.1154, 2.6900], [-3.0162, -3.5204, 1.4920]],
  "forces_ev_per_angstrom": [[-1.34, 0.03, -4.83], [0.08, 0.35, 1.44], [-1.06, -0.18, 0.70], [0.11, -1.43, 1.77], [-0.31, -0.68, -0.62], [1.15, 1.15, -0.16], [-1.26, -0.54, 1.02], [0.02, -0.17, -0.71], [-0.54, 0.79, 0.04], [1.81, 0.34, 0.48], [0.58, 0.41, 0.86], [-2.93, -1.95, -0.31], [3.63, -0.05, -0.70], [-1.59, -0.24, 0.72], [0.02, 1.93, -1.65], [0.11, 3.17, -0.81], [0.65, -1.35, -0.30], [-0.04, -4.46, 0.29], [1.68, -0.01, -2.28], [-3.11, 2.64, 1.91], [3.24, -2.68, -0.67], [-1.48, -1.10, -1.23], [-0.20, 1.08, 0.61], [1.56, -0.27, 0.03], [0.51, 0.01, 1.61], [0.72, 0.59, -0.09], [0.20, 0.06, 0.02], [0.37, 0.04, 0.15], [-0.79, 0.45, -0.13], [-0.03, -0.71, 1.72], [-0.63, -0.71, 0.05], [-0.15, 0.51, -0.28], [0.57, 0.79, -0.45], [-2.11, 1.78, 1.32], [0.23, 0.25, 0.33], [0.37, 0.17, 0.15]]
}


No. 4
{
  "formula": "CH2F2O3S2",
  "method": "the ωB97M-V functional and the def2-TZVPD basis",
  "orbital_gap_ev": 10.28,
  "spin_multiplicity": 1,
  "de_lowest_kj_mol": 60.87,
  "species": ["C", "O", "O", "O", "F", "F", "S", "S", "H", "H"],
  "coordinates": [[1.6712, -0.0411, -0.3284], [-0.7817, -0.6020, -0.8073], [-0.5648, 0.8514, 1.1994], [-1.4463, 1.7401, -0.8392], [0.1245, -1.9085, 0.9956], [-2.6459, -0.0793, 0.2978], [0.6745, -1.2920, -0.5782], [-1.2425, 0.6452, 0.0043], [2.6463, -0.0918, -0.4285], [1.5647, 0.7780, 0.4845]],
  "forces_ev_per_angstrom": [[-4.42, 1.07, 2.39], [0.08, -0.49, -0.52], [0.55, -0.44, 1.67], [-0.53, 0.32, -1.09], [0.24, 0.33, -1.67], [1.03, 1.32, 0.07], [2.08, 0.92, 2.01], [-2.88, -0.22, 0.22], [4.67, -1.36, -1.42], [-0.83, -1.46, -1.64]]
}


No. 5
{
  "formula": "C9H10N3OS2",
  "method": "the ωB97M-V functional and the def2-TZVPD basis",
  "total_charge": 1,
  "orbital_gap_ev": 8.21,
  "spin_multiplicity": 1,
  "species": ["C", "C", "C", "C", "C", "C", "C", "C", "C", "N", "N", "N", "O", "S", "S", "H", "H", "H", "H", "H", "H", "H", "H", "H", "H"],
  "coordinates": [[-1.6344, 2.8846, 1.9369], [-0.5197, 3.5095, 1.5402], [-0.2692, 1.0465, 1.5656], [1.6304, -0.5659, 0.3305], [1.7520, -0.3344, -0.9916], [0.5298, -0.6624, -3.1258], [-0.7052, -1.6478, -2.9309], [-0.1809, -1.8558, -1.4596], [0.4107, -0.9975, 0.9132], [-1.3991, 1.5339, 2.0727], [0.9039, -0.9276, -1.8098], [0.4910, -1.7609, 2.0884], [0.9865, 0.0687, -3.9505], [0.7146, 2.3137, 1.0342], [-1.1195, -1.2282, -0.0261], [-2.5341, 3.3363, 2.3186], [-0.4911, 4.4999, 1.0723], [2.5334, -0.2944, 0.9408], [2.4005, 0.4321, -1.5695], [-1.6106, -1.1498, -2.9766], [-0.6262, -2.5488, -3.5186], [0.1154, -2.9647, -1.2356], [-0.2057, -2.3911, 2.4687], [-2.1073, 0.9519, 2.4841], [0.9348, -1.2475, 2.8286]],
  "forces_ev_per_angstrom": [[0.86, 0.32, 1.12], [0.62, 0.36, -2.38], [0.36, -0.74, 0.25], [2.12, 1.11, 0.47], [1.09, 1.89, -0.92], [-1.41, -0.51, -0.55], [2.48, -0.16, 0.60], [0.45, -1.50, -0.91], [-1.35, -1.34, 2.12], [-0.18, -0.37, -0.42], [-0.64, -0.78, -0.04], [0.21, 1.15, -0.54], [-0.23, -0.58, 0.69], [-1.51, 0.76, 0.71], [1.12, -0.16, -0.43], [-0.20, -0.05, -0.20], [0.22, -0.23, 0.86], [-1.36, -0.26, -0.18], [-0.44, -1.64, 1.46], [-1.92, 0.80, -0.42], [-0.31, -0.14, -0.27], [-0.07, 2.21, -0.43], [-0.48, 0.47, -0.79], [-0.09, -0.39, -0.02], [0.65, -0.21, 0.24]]
}


Which formula does entry 4 have? CH2F2O3S2